The following is a DFT calculation (wB97M-V/def2-TZVPD) of a 17-piece molecular cluster, C34H102O17S17 overall in a non-equilibrium geometry.

CARTESIAN COORDINATES (ANGSTROEM)
C  26.058  -2.259  -13.981
S  26.673  -1.670  -15.613
O  25.694  -0.616  -16.062
C  28.198  -0.745  -15.108
H  25.294  -2.997  -14.223
H  25.671  -1.485  -13.318
H  26.902  -2.650  -13.413
H  28.491  0.016  -15.831
H  29.019  -1.414  -14.851
H  27.996  -0.300  -14.133
C  30.528  4.519  -30.059
S  30.227  4.834  -28.248
O  28.805  4.397  -27.743
C  31.427  3.494  -27.793
H  30.243  3.507  -30.346
H  31.554  4.704  -30.376
H  29.888  5.110  -30.714
H  31.033  2.526  -28.106
H  31.671  3.491  -26.731
H  32.428  3.647  -28.196
C  31.605  2.426  -21.699
S  31.541  2.669  -19.810
O  30.760  1.420  -19.402
C  33.332  2.149  -19.598
H  32.062  3.324  -22.116
H  30.643  2.250  -22.179
H  32.174  1.545  -21.995
H  33.612  1.990  -18.557
H  34.024  2.921  -19.934
H  33.416  1.186  -20.102
C  24.853  1.769  -22.977
S  26.341  2.706  -23.406
O  27.543  1.835  -22.986
C  26.260  2.593  -25.270
H  24.576  1.007  -23.705
H  23.999  2.440  -22.885
H  25.089  1.236  -22.056
H  25.370  3.090  -25.656
H  26.369  1.523  -25.447
H  27.123  3.073  -25.730
C  30.613  1.870  -16.518
S  30.259  3.684  -16.331
O  29.276  3.700  -15.268
C  31.874  4.235  -15.649
H  29.996  1.538  -17.353
H  30.648  1.298  -15.591
H  31.630  1.886  -16.909
H  32.034  3.640  -14.750
H  31.891  5.294  -15.390
H  32.703  4.010  -16.320
C  32.872  -5.588  -22.229
S  33.499  -4.862  -20.641
O  35.019  -4.641  -20.702
C  32.788  -3.155  -21.055
H  31.805  -5.509  -22.434
H  33.041  -6.663  -22.284
H  33.291  -5.019  -23.059
H  31.711  -3.084  -20.899
H  33.076  -2.824  -22.052
H  33.063  -2.506  -20.224
C  28.261  -4.086  -18.407
S  29.883  -4.899  -18.639
O  30.825  -3.677  -18.784
C  30.145  -5.383  -16.872
H  27.695  -3.756  -19.278
H  28.490  -3.218  -17.789
H  27.622  -4.762  -17.840
H  31.127  -5.710  -16.529
H  29.469  -6.209  -16.651
H  29.927  -4.517  -16.246
C  31.609  -5.768  -27.515
S  30.520  -5.991  -26.107
O  31.070  -6.918  -25.034
C  30.564  -4.300  -25.438
H  30.915  -5.576  -28.334
H  32.112  -6.719  -27.690
H  32.419  -5.062  -27.335
H  29.925  -4.218  -24.559
H  30.287  -3.584  -26.212
H  31.541  -3.832  -25.324
C  29.746  4.673  -24.221
S  29.032  6.199  -23.468
O  30.158  7.260  -23.486
C  28.131  6.656  -25.036
H  30.283  4.195  -23.401
H  30.374  5.008  -25.046
H  28.958  4.049  -24.641
H  28.774  6.696  -25.915
H  27.574  7.592  -24.986
H  27.331  5.932  -25.194
C  26.346  1.924  -19.136
S  26.989  3.631  -18.708
O  25.809  4.590  -18.998
C  28.274  3.849  -19.998
H  25.985  2.070  -20.154
H  25.594  1.560  -18.436
H  27.178  1.237  -19.289
H  28.837  2.926  -20.131
H  28.922  4.696  -19.775
H  27.748  4.142  -20.906
C  26.412  -4.453  -25.445
S  25.578  -2.937  -25.918
O  24.956  -2.402  -24.614
C  27.054  -1.970  -26.320
H  27.033  -4.927  -26.205
H  25.598  -5.127  -25.177
H  27.032  -4.237  -24.575
H  27.681  -1.887  -25.432
H  26.960  -0.939  -26.660
H  27.646  -2.541  -27.036
C  28.746  -0.862  -21.373
S  29.651  -1.728  -22.821
O  28.587  -2.764  -23.258
C  29.399  -0.354  -24.105
H  28.991  -1.463  -20.497
H  27.665  -0.780  -21.485
H  29.184  0.126  -21.230
H  28.312  -0.301  -24.171
H  29.758  -0.796  -25.034
H  29.764  0.620  -23.779
C  33.523  -2.626  -30.227
S  31.945  -3.613  -30.151
O  31.086  -3.012  -29.040
C  31.300  -3.152  -31.786
H  33.160  -1.678  -30.624
H  34.239  -3.106  -30.894
H  34.001  -2.580  -29.249
H  31.397  -2.092  -32.019
H  30.259  -3.476  -31.818
H  31.780  -3.644  -32.632
C  33.329  -0.908  -24.299
S  32.655  0.527  -25.371
O  33.743  1.614  -25.344
C  32.788  -0.404  -26.995
H  32.631  -1.745  -24.278
H  33.413  -0.552  -23.272
H  34.323  -1.089  -24.706
H  32.121  -1.266  -26.967
H  33.839  -0.692  -27.013
H  32.505  0.236  -27.831
C  28.474  -5.920  -22.088
S  28.458  -7.656  -21.363
O  27.317  -8.472  -21.946
C  29.928  -8.182  -22.286
H  27.470  -5.510  -21.979
H  28.803  -5.903  -23.127
H  29.138  -5.258  -21.533
H  30.223  -9.168  -21.927
H  30.696  -7.420  -22.156
H  29.462  -8.192  -23.271
C  29.174  0.553  -30.078
S  27.843  -0.408  -29.123
O  26.525  0.384  -29.337
C  27.928  -1.876  -30.229
H  30.122  0.034  -29.942
H  29.244  1.537  -29.614
H  28.938  0.732  -31.127
H  27.118  -2.528  -29.903
H  28.901  -2.368  -30.220
H  27.822  -1.586  -31.274
C  23.349  -1.652  -21.481
S  24.732  -2.576  -20.749
O  24.231  -2.748  -19.328
C  24.605  -4.151  -21.712
H  22.353  -2.072  -21.340
H  23.526  -1.438  -22.535
H  23.496  -0.728  -20.923
H  25.330  -4.881  -21.352
H  24.880  -3.929  -22.743
H  23.593  -4.547  -21.792

Output
F_max in eV/A: 3.6
Molecular weight in g/mol: 1328.31
Electronic energy in Eh: -9404.1662
Total charge: 0
E_LUMO in eV: -0.5131
Orbital gap in eV: 7.603
HOMO in eV: -8.116